A molecular structure, C14H24Ca3F10N5O32S10 in a non-equilibrium geometry, computed with ωB97M-V/def2-TZVPD.

Results
Total energy ... -278706.5474 eV
Total charge ... +1
Spin multiplicity ... 1

The geometry in XYZ format:
```
98
Properties=species:S:1:pos:R:3:forces:R:3
Ca -4.2245 -10.9257 -9.5525 -1.2 0.0 -0.3
Ca -0.2055 -12.9710 -5.6779 -0.3 0.0 -1.1
Ca -1.0030 -6.1333 -11.1831 0.8 0.7 2.0
N 0.7157 -14.2827 -7.2936 3.3 -3.0 2.7
S 1.7466 -15.5652 -7.0374 3.0 -3.1 4.2
O 3.1198 -15.2934 -6.6928 -1.4 1.1 -0.9
O 1.5254 -16.7959 -7.7379 -0.7 1.6 -0.3
F 1.1414 -15.8282 -5.5975 -0.7 0.1 0.7
S 0.8098 -14.3786 -8.7953 -4.3 1.3 -8.6
O -0.2939 -15.2097 -9.3434 3.3 1.6 0.9
O 2.0827 -14.2250 -9.4913 -1.7 -0.9 1.7
F 0.1867 -12.9140 -8.9148 0.0 1.1 -0.8
N -3.0818 -6.8953 -11.0457 -1.9 -4.2 -4.4
S -3.9262 -8.0875 -11.9456 -0.4 -2.3 -6.3
O -4.6838 -7.7417 -13.1656 1.3 0.1 4.2
O -4.3970 -9.2626 -11.1825 0.7 2.0 -0.1
F -2.6492 -8.6558 -12.6754 0.8 0.1 0.8
S -4.3071 -6.5512 -10.2041 -5.0 7.8 8.1
O -4.0857 -6.8668 -8.8128 -0.6 -1.8 -1.4
O -5.7038 -6.4041 -10.6842 4.0 -1.8 -0.2
F -3.8555 -4.9776 -10.0453 -0.2 -0.4 -1.0
N -0.6685 -11.3305 -4.2790 7.5 2.7 0.0
S 0.1482 -9.9800 -3.5813 6.7 2.8 1.5
O 0.0733 -9.7163 -2.1139 -0.6 -1.0 -4.5
O 0.3368 -8.8356 -4.4915 -1.0 -2.7 1.6
F 1.5507 -10.7762 -3.7017 -0.5 0.5 0.2
S -1.9019 -10.8510 -3.7097 -14.6 -1.0 4.3
O -2.5536 -9.6231 -4.2007 2.3 -1.7 1.0
O -2.1717 -11.3270 -2.3547 0.7 1.7 -1.8
F -2.7463 -11.9812 -4.5020 -0.5 -0.5 -0.9
N -4.2116 -12.8276 -8.4310 -3.7 -1.6 3.0
S -3.1645 -13.9224 -8.1650 7.2 -3.6 -4.2
O -3.4944 -15.2847 -8.5677 0.1 3.0 1.3
O -2.1819 -13.6840 -7.1691 -0.4 -0.3 2.5
F -2.2611 -13.2728 -9.3126 -0.1 -0.1 -1.9
S -5.2897 -13.5973 -7.3553 -8.8 -0.6 2.0
O -4.9065 -13.6688 -5.9665 1.1 -0.1 -2.1
O -6.2358 -14.6489 -7.8559 3.8 3.2 0.6
F -6.2996 -12.3019 -7.2955 0.9 -0.2 -0.7
N -2.3097 -9.9618 -9.0266 5.0 1.0 -3.1
S -1.7485 -9.7210 -7.6188 -1.5 -0.3 12.5
O -1.3498 -8.3541 -7.1932 0.3 -3.6 -2.4
O -1.2021 -10.9329 -6.9164 -0.8 3.6 -3.1
F -3.2141 -9.7210 -6.9735 -0.5 -0.3 -0.5
S -0.7741 -9.5675 -9.6827 1.8 1.2 -4.5
O 0.5055 -10.0762 -9.2940 -2.3 -0.2 0.7
O -0.7095 -8.1234 -9.9383 -0.6 -0.4 -0.5
F -1.0448 -10.1827 -11.1077 -0.2 0.0 0.5
C 2.7870 -6.5902 -6.2006 -0.8 -2.6 -0.5
C 1.2554 -6.4360 -6.0648 2.0 -0.4 1.9
O 1.1206 -5.0346 -6.1870 -0.2 -0.1 -1.1
C 2.2825 -4.5343 -6.6845 -2.2 6.0 0.9
O 2.3904 -3.3133 -6.8450 0.1 -3.1 -0.4
O 3.1854 -5.4232 -6.8183 2.5 -0.2 -0.9
H 2.9222 -7.3929 -6.9255 0.6 -0.2 0.3
H 3.3433 -6.8050 -5.2881 -0.1 0.3 0.0
H 1.0393 -6.6563 -5.0194 -0.8 -0.5 -0.5
H 0.8288 -7.1116 -6.8063 -0.9 0.7 0.1
C 5.0005 -11.1548 -6.4983 -0.4 0.7 0.2
C 4.4847 -9.9696 -7.3077 2.6 0.0 -1.0
O 3.1020 -10.0478 -7.3093 -2.2 0.3 0.3
C 2.7080 -11.1062 -6.6175 -1.1 -0.8 0.9
O 1.5331 -11.3860 -6.3395 2.1 0.2 -0.9
O 3.7610 -11.8034 -6.2147 -0.8 -1.2 0.5
H 5.4715 -10.9184 -5.5442 0.0 0.0 -0.1
H 5.6606 -11.7271 -7.1501 -0.2 -0.5 0.5
H 4.8303 -10.2072 -8.3138 -0.1 0.9 -0.2
H 4.8376 -9.0000 -6.9564 -0.2 0.0 -0.1
C -2.5101 -5.1523 -5.3090 0.7 1.3 1.2
C -2.0053 -5.2238 -6.7289 -0.6 -0.6 0.1
O -1.2678 -4.0271 -7.1090 -0.3 0.6 1.1
C -0.8894 -3.7401 -8.3067 0.8 -0.1 1.5
O -0.9961 -4.5598 -9.2226 0.4 -0.4 -2.3
O -0.2932 -2.5394 -8.2910 -0.1 -0.6 -2.4
C 0.3072 -2.0464 -9.5563 1.0 0.3 0.4
H -1.7964 -5.0885 -4.4876 1.1 -0.4 -0.5
H -3.0644 -6.0434 -5.0145 -0.6 0.3 -0.5
H -2.9588 -4.1768 -5.1215 -1.1 -0.3 -0.3
H -2.8867 -5.2639 -7.3688 0.2 -0.2 -0.2
H -1.4272 -6.1464 -6.7819 0.4 0.4 -0.7
H 1.1630 -2.6105 -9.9272 -0.4 -1.1 0.2
H 0.8874 -1.1485 -9.3436 -0.8 0.3 0.7
H -0.3585 -1.8089 -10.3860 -0.5 -0.3 0.5
C 6.4706 -10.2674 -14.1627 0.2 1.2 0.4
C 5.4240 -9.2293 -13.7506 1.3 -1.8 0.9
O 4.6580 -9.8578 -12.6466 -0.5 1.4 0.1
C 5.1822 -9.8746 -11.4120 2.2 -1.4 0.8
O 6.3659 -9.5992 -11.0828 -4.9 -0.6 -0.8
O 4.2521 -10.5219 -10.5280 1.8 1.7 -1.5
C 2.9312 -10.8364 -10.9791 -0.8 0.1 -0.1
H 6.9908 -9.6588 -14.9023 0.6 -0.9 -0.5
H 6.1096 -11.2450 -14.4823 -0.3 0.4 -0.4
H 7.1420 -10.4491 -13.3236 0.1 0.1 -0.1
H 4.8407 -8.9631 -14.6322 -0.9 -0.2 0.7
H 5.9460 -8.3423 -13.3916 -0.2 0.0 0.2
H 2.8649 -11.6060 -11.7481 0.5 -0.4 0.4
H 2.3444 -10.0348 -11.4276 0.6 0.8 0.0
H 2.3602 -11.0699 -10.0805 0.4 -0.6 -0.1
```
Forces are in eV/Å.

Atom charges from the Mulliken analysis, given in e for atoms 1 to 5: 1.68 1.83 1.64 0.00 0.76



7 unconnected molecules or ions with the total composition C14H24Cl6N4 in a non-equilibrium geometry, computed with ωB97M-V/def2-TZVPD.

Results
Total energy ... -95990.0476 eV
Total charge ... +1
Spin multiplicity ... 2

The geometry in XYZ format:
```
48
Properties=species:S:1:pos:R:3:forces:R:3
C 3.5520 0.0880 18.2598 0.2 0.6 -0.9
C 3.1535 1.0385 17.1480 0.1 1.8 -1.4
N 2.9450 1.8039 16.2706 0.6 -2.6 2.8
H 2.7045 -0.2053 18.8794 0.0 -0.2 -0.4
H 4.3191 0.4836 18.9255 -0.2 0.7 -0.1
H 4.0929 -0.7400 17.8016 -0.6 -0.3 -0.1
C 7.9522 5.8842 13.5290 -1.1 -0.7 0.4
C 8.0123 4.6744 14.3754 0.6 -0.4 0.7
N 8.1135 3.7094 15.0124 -0.4 1.0 -0.9
H 6.9366 6.2728 13.6041 -0.2 0.0 0.0
H 8.0622 5.5173 12.5085 0.5 0.5 -0.1
H 8.5868 6.7129 13.8431 0.4 -0.5 -0.2
C 4.2305 4.7655 15.1260 -0.8 -0.4 1.2
C 4.1741 5.9480 14.3185 0.7 -1.3 0.4
N 4.1158 6.7909 13.5633 -0.1 1.7 -1.3
H 3.1958 4.5615 15.4013 0.0 -0.2 0.2
H 4.7501 4.9251 16.0708 0.3 -0.1 -0.2
H 4.5886 3.8740 14.6111 0.3 0.3 0.0
C 5.0439 9.1020 10.8709 1.1 0.0 0.8
C 5.9809 10.1948 10.4759 0.9 2.3 -0.7
N 6.6779 11.1105 10.2159 -2.1 -3.0 0.8
H 5.5396 8.5690 11.6823 0.2 -0.2 0.0
H 4.8577 8.3528 10.1015 -0.1 0.5 -0.2
H 4.1403 9.4280 11.3861 -0.1 0.4 -0.6
Cl 7.3847 7.0558 16.9389 -0.6 0.4 -1.4
C 7.2611 6.5946 18.6115 0.7 -0.6 0.4
C 7.7643 5.1636 18.7831 0.2 0.4 0.8
Cl 6.5696 3.9200 18.2027 0.6 0.7 0.4
H 6.2670 6.7095 19.0435 -0.1 0.0 -0.4
H 7.9275 7.3186 19.0803 0.0 -0.4 0.5
H 7.9763 5.0797 19.8490 -0.6 -0.6 0.2
H 8.7457 4.9689 18.3506 -0.4 0.1 -0.6
Cl 7.2801 1.0944 12.5809 -0.3 0.2 0.1
C 5.6427 1.3166 13.2028 0.0 0.6 0.5
C 4.7825 2.1129 12.2376 -0.3 -0.2 -1.0
Cl 5.5102 3.7138 11.9220 -0.1 -0.2 0.3
H 5.7009 1.9333 14.0996 0.5 0.2 0.2
H 5.2808 0.3702 13.6046 -0.2 -0.2 -0.6
H 3.7790 2.2582 12.6376 0.0 0.2 0.4
H 4.6263 1.7165 11.2343 0.3 -0.4 0.2
Cl 1.2443 5.3085 11.6389 0.3 -0.2 -0.2
C 1.3829 4.6775 13.2857 -0.4 -0.1 0.1
C 0.3825 3.5702 13.5495 1.3 -1.1 0.3
Cl -1.2818 4.0054 13.5767 -0.6 0.4 0.1
H 1.3645 5.5678 13.9143 -0.4 -0.2 0.2
H 2.3597 4.2258 13.4587 0.2 0.0 -0.5
H 0.6857 3.0131 14.4359 -0.3 0.7 0.9
H 0.5396 2.7150 12.8922 -0.2 0.5 -1.0
```
Forces are in eV/Å.

Atom charges from the Mulliken analysis, given in e for atoms 1 to 5: -0.80 0.41 -0.42 0.29 0.28



A molecular structure, C14H24GeN4S5SbTc in a non-equilibrium geometry, computed with ωB97M-V/def2-TZVPD.

Results
Total charge ... +2
Spin multiplicity ... 1
Relative energy (zero: lowest compared OMol25 entry of this formula, charge and spin) ... 0.2590 eV

The geometry in XYZ format:
```
50
Properties=species:S:1:pos:R:3:forces:R:3
Tc -0.6505 0.6845 -0.3703 -0.8 0.2 -0.5
C -3.6423 -4.0525 -1.4670 0.0 0.0 0.0
C -2.1879 -4.2563 -1.0747 -0.1 0.1 0.2
N -1.8289 -3.5407 0.1606 0.0 -0.1 -0.2
C -1.3701 -2.2997 0.2450 0.0 -0.2 0.1
S -1.0249 -1.4390 -1.2519 0.1 0.1 0.1
N -1.1482 -1.7732 1.4212 -0.1 0.3 -0.2
N -0.6035 -0.5281 1.3425 0.1 -0.3 0.0
C -0.0586 -0.0706 2.4194 0.2 0.2 0.1
C 0.0256 -0.8218 3.7042 0.0 0.0 0.0
C 0.5768 1.2295 2.2532 -0.1 -0.1 -0.1
C 1.2944 1.8272 3.2744 0.1 0.1 0.2
C 1.9501 3.0209 3.0454 0.0 0.0 0.1
C 1.8797 3.5872 1.7810 0.1 0.1 0.1
C 1.1488 2.9552 0.8067 -0.1 -0.3 0.0
N 0.4781 1.7972 1.0222 0.4 0.2 0.0
H -3.8613 -4.6070 -2.3796 0.0 0.0 0.0
H -3.8558 -2.9969 -1.6492 0.0 0.0 0.0
H -4.3129 -4.4112 -0.6851 0.0 0.0 0.0
H -1.5163 -3.9288 -1.8664 0.0 0.0 0.0
H -1.9720 -5.3071 -0.8977 0.0 0.0 0.0
H -2.0093 -3.9926 1.0462 0.0 0.0 0.0
H -0.6581 -1.6618 3.7036 0.0 0.0 0.0
H -0.2068 -0.1671 4.5448 0.0 0.0 0.0
H 1.0415 -1.2030 3.8476 0.0 0.0 0.0
H 1.3470 1.3380 4.2360 0.0 0.0 0.0
H 2.5181 3.4975 3.8347 0.0 0.0 0.0
H 2.3849 4.5134 1.5440 0.0 0.0 0.0
H 1.1047 3.3836 -0.1815 0.0 -0.1 0.0
S -0.2126 0.3808 -4.1605 0.1 -0.1 0.0
Sb 2.0669 -0.0347 -3.3877 0.0 0.1 0.0
S -1.3839 1.1381 -2.6366 0.0 0.1 0.4
S 1.8965 0.2247 -1.1911 0.1 -0.1 0.1
S -0.5578 2.6818 -1.7426 0.1 0.0 0.1
C -1.7927 3.7539 1.8273 0.1 0.1 0.1
Ge -2.9596 2.2082 1.7483 0.1 0.2 0.2
C -2.8788 1.1234 3.3560 0.0 -0.1 0.1
C -4.7524 2.7479 1.2871 -0.2 0.0 -0.1
C -2.5621 0.9593 0.1750 0.4 -0.6 -0.8
H -2.3464 4.5500 2.3284 0.0 0.0 0.0
H -1.5296 4.1105 0.8294 0.0 0.0 0.1
H -0.8864 3.5607 2.4033 -0.1 0.1 0.0
H -3.7381 1.3536 3.9875 0.0 0.0 0.0
H -1.9763 1.3378 3.9305 0.0 0.0 0.0
H -2.9079 0.0584 3.1147 0.0 0.1 0.1
H -5.1511 3.3317 2.1194 0.0 0.0 0.0
H -5.3982 1.8860 1.1233 0.0 0.0 0.0
H -4.7468 3.3719 0.3940 0.0 0.0 0.0
H -3.1648 1.3473 -0.6511 -0.1 0.0 0.1
H -3.0421 0.0610 0.5852 0.0 0.2 0.2
```
Forces are in eV/Å.

Atom charges from the Mulliken analysis, given in e for atoms 1 to 5: -0.26 -0.92 -0.65 -0.18 0.28



A molecular structure, C14H24O5PPdSSe2, computed with ωB97M-V/def2-TZVPD.

Results
Total charge ... +1
Spin multiplicity ... 3
Relative energy (zero: lowest compared OMol25 entry of this formula, charge and spin) ... 0.0820 eV

The geometry in XYZ format:
```
48
Properties=species:S:1:pos:R:3:forces:R:3
Pd -0.5699 -0.4245 -0.5625 0.3 -0.5 0.4
C -3.0528 -3.3637 0.2359 0.1 0.0 0.0
Se -2.3460 -2.4103 -1.2995 0.1 0.2 0.0
C -3.8244 -1.1398 -1.4860 0.1 0.0 0.1
C -3.8321 -0.0033 -0.4788 0.0 0.0 0.0
Se -2.4304 1.2949 -0.8902 -0.1 0.2 -0.1
C -2.4648 2.2625 0.7942 -0.1 0.0 0.0
H -4.0223 -3.7736 -0.0351 0.0 0.0 0.0
H -3.1338 -2.7120 1.1012 0.0 0.0 0.0
H -2.3591 -4.1714 0.4543 0.0 0.0 0.0
H -4.7325 -1.7334 -1.3911 0.0 0.0 0.0
H -3.7734 -0.7707 -2.5094 0.0 0.0 0.0
H -3.6656 -0.3527 0.5389 0.0 0.0 0.0
H -4.7804 0.5310 -0.5192 0.0 0.0 0.0
H -3.4695 2.6425 0.9591 0.0 0.0 0.0
H -1.7761 3.0972 0.6987 0.0 0.0 0.0
H -2.1565 1.6086 1.6036 0.0 0.0 0.0
O 4.6091 1.9266 4.2161 0.0 0.0 0.0
C 3.6318 1.2368 4.8375 -0.1 0.1 0.0
O 3.6236 1.1174 6.0251 0.0 -0.1 0.0
C 2.5444 0.6595 3.9722 0.1 0.0 0.0
C 1.9076 -0.4920 4.4280 0.0 -0.1 0.0
C 0.8799 -1.0516 3.6994 0.0 0.0 0.0
C 0.4428 -0.4395 2.5134 0.0 -0.1 0.0
S -0.8687 -1.1759 1.6440 0.0 0.2 -0.1
C 1.0655 0.7374 2.0772 0.0 0.0 0.1
C 2.1235 1.2675 2.7924 0.0 0.0 0.0
H 4.5351 1.8556 3.2568 0.0 0.0 0.0
H 2.2362 -0.9333 5.3598 0.0 0.0 0.0
H 0.4011 -1.9628 4.0336 0.0 0.0 0.0
H 0.7104 1.2412 1.1902 -0.1 0.0 -0.1
H 2.5847 2.1850 2.4441 0.0 0.0 0.0
C 0.9314 2.4411 -2.4868 0.1 0.0 0.0
O 0.9333 1.1787 -3.1627 -0.1 0.0 0.0
P 0.9650 -0.1884 -2.3170 -0.3 0.2 -0.3
O 2.4518 -0.3550 -1.8196 0.1 0.0 0.1
C 3.5674 -0.3613 -2.7462 0.0 0.0 0.0
O 0.8976 -1.2323 -3.5156 -0.1 -0.1 0.0
C -0.3027 -1.3398 -4.2998 0.1 0.1 0.0
H 0.8203 3.2070 -3.2475 0.0 0.0 0.0
H 1.8695 2.5962 -1.9529 0.0 0.0 0.0
H 0.0997 2.5092 -1.7843 0.0 0.0 0.0
H 4.4522 -0.1385 -2.1612 0.0 0.0 0.0
H 3.4267 0.3922 -3.5182 0.0 0.0 0.0
H 3.6530 -1.3450 -3.1987 0.0 0.0 0.0
H -0.4182 -2.3816 -4.5787 0.0 0.0 0.0
H -0.2097 -0.7179 -5.1867 0.0 0.0 0.0
H -1.1748 -1.0177 -3.7279 0.0 0.0 0.0
```
Forces are in eV/Å.

Atom charges from the Mulliken analysis, given in e for atoms 1 to 5: 0.12 -1.11 0.24 -0.92 -0.62